[1]
Density functional theory data (ωB97M-V/def2-TZVPD) for C15H23ILuN5O2S as an isolated structure.

Geometry as XYZ:
```
48
Properties=species:S:1:pos:R:3
Lu 0.7637 1.2837 0.0651
O 2.7005 3.2873 -1.8315
C 1.7580 4.2545 -1.5640
C 1.0314 3.7916 -0.3401
C 2.0394 3.3737 0.6300
C 1.5852 3.2246 1.9924
C 0.2969 3.7595 2.4578
C -0.9246 3.8009 1.1308
N -0.2648 3.5927 -0.3450
H 2.8348 3.1469 -2.8657
H 1.0590 4.3907 -2.4382
H 2.1004 5.2380 -1.2852
H 3.1194 3.4481 0.5245
H 2.1434 2.6203 2.7287
H 0.3468 4.8646 2.5182
H -2.5467 0.3387 3.0043
C -1.3630 -3.9230 -0.6528
C -1.1882 -5.1647 0.1409
N -0.9363 -6.4297 -0.1781
C -0.8201 -7.0814 1.0732
C -0.7800 -6.1856 2.0709
N -0.9905 -4.9534 1.4556
H -1.6427 -4.2833 -1.6243
H -0.4741 -3.3002 -0.7037
H -2.1336 -3.2553 -0.3082
H -0.4903 -8.1338 1.1252
H -0.9100 -6.4875 3.1126
H -0.9943 -4.0638 1.9160
H -0.1427 3.0118 3.1311
C 2.9325 -0.8882 -2.3857
S 1.3622 0.0344 -2.8446
C 0.5191 -1.2023 -3.8322
O 0.5602 -0.2313 -1.4383
H 3.7526 -0.7932 -3.0532
H 2.4774 -1.8981 -2.2636
H 3.1983 -0.5549 -1.4063
H -0.5785 -1.0172 -3.8175
H 0.8155 -2.1409 -3.2879
H 0.8217 -1.4198 -4.9156
I -2.9646 3.4456 3.8175
C -2.6685 2.3418 2.0967
C -2.8631 0.8396 2.0777
N -2.1382 0.5014 0.8298
N -1.2771 1.5144 0.4640
C -1.7105 2.5570 1.1405
H -4.0205 0.5500 1.9228
H -1.8869 -0.4907 0.7712
H -1.5087 4.6866 1.1843
```

Output
LUMO energy (alpha / beta), eV: -8.0 / -7.7
Orbital gap (alpha / beta), eV: 4.60 / 4.91
Energy, eV: -80007.8943
Charge: +2
ΔE to the lowest compared entry with this formula, charge and spin, eV: 8.734
Highest occupied orbital energy (alpha / beta), eV: -12.592 / -12.592



[2]
Density functional theory data (ωB97M-V/def2-TZVPD) for C15H23N2PdSe as an isolated structure.

Geometry as XYZ:
```
42
Properties=species:S:1:pos:R:3
Pd -1.4439 0.0755 0.0936
C 1.3831 -0.2741 -2.3368
C 0.3903 -1.2416 -2.2538
C -0.9764 -0.5779 -2.0330
C -0.7409 0.7731 -1.9532
C 0.7655 0.9595 -2.1334
C 1.4241 2.2566 -2.1683
C -1.7159 1.8769 -2.2114
C -2.2589 -1.2630 -2.3703
C 0.5386 -2.6807 -2.4259
C 2.8447 -0.4919 -2.5719
H 1.5527 2.5215 -3.2341
H 2.4430 2.2050 -1.7787
H 0.8584 3.0583 -1.7006
H -1.7764 2.0469 -3.2936
H -1.4194 2.8159 -1.7481
H -2.7298 1.6273 -1.8901
H -2.3668 -1.2943 -3.4621
H -3.1357 -0.7235 -2.0022
H -2.2918 -2.2891 -2.0089
H 0.2059 -2.9210 -3.4515
H -0.1207 -3.2475 -1.7657
H 1.5672 -3.0208 -2.3405
H 3.4505 0.1547 -1.9375
H 3.1040 -0.2706 -3.6090
H 3.1381 -1.5195 -2.3728
C -2.6057 -2.3764 2.4875
N -2.8669 -0.9294 2.6367
C -3.9130 -0.4219 3.2370
C -3.7478 0.9897 3.2758
N -2.6101 1.2747 2.6955
C -2.0196 2.6269 2.6182
C -1.9917 0.0989 2.2205
Se -0.1367 -0.1196 2.0237
H -3.5589 -2.8959 2.4432
H -2.0340 -2.7172 3.3493
H -2.0369 -2.5449 1.5802
H -4.7293 -1.0153 3.6264
H -4.4075 1.7334 3.7023
H -2.8241 3.3563 2.6531
H -1.4617 2.7195 1.6933
H -1.3528 2.7646 3.4679
```

Output
LUMO energy, eV: -12.9
Orbital gap, eV: 5.88
Energy, eV: -87704.2148
Charge: +3
ΔE to the lowest compared entry with this formula, charge and spin, eV: 0.000
Highest occupied orbital energy, eV: -18.755



[3]
Density functional theory data (ωB97M-V/def2-TZVPD) for one molecule with the formula C15H23N3O.

Geometry as XYZ:
```
42
Properties=species:S:1:pos:R:3
C 0.4734 5.5291 -1.2705
C 1.2857 4.6215 -0.8216
C 1.4714 3.2200 -1.5168
C 1.1846 2.3982 -0.3767
C 1.7507 0.9625 -1.0165
C 0.9616 0.5338 -2.1388
C 0.7725 -1.0242 -2.5378
C 0.0850 -1.8834 -1.5296
C -1.3754 -1.8781 -1.5570
C -2.0461 -1.9863 -0.4433
C -1.9048 -0.5452 0.3032
O -2.0710 0.6087 0.0704
N -1.3845 -0.6853 1.7172
C -1.2455 -1.5371 2.6774
N -1.1185 -2.8375 2.3658
C -0.9126 -3.6942 3.4741
C -0.4553 -3.3353 4.6102
C -0.5413 -2.1306 4.7752
N -0.6080 -1.1590 3.8198
H 0.4167 6.4886 -0.7056
H -0.0043 5.3690 -2.2504
H 2.0908 4.9519 -0.2586
H 0.8403 3.2449 -2.3322
H 2.5954 3.3069 -1.9486
H 0.0957 2.2940 -0.2210
H 2.1765 2.3881 0.3720
H 2.7372 0.9395 -1.3605
H 1.6001 0.0069 -0.3610
H 1.0210 0.9449 -3.1092
H -0.2675 0.7728 -1.8446
H 0.4079 -1.3302 -3.5721
H 1.8349 -1.2585 -2.5331
H 0.5759 -1.5493 -0.4807
H 0.5687 -2.9880 -1.5114
H -1.6382 -0.8575 -1.9773
H -1.7679 -2.8382 -2.3238
H -1.9594 -2.7717 0.2003
H -3.1708 -2.0723 -0.3636
H -1.0884 0.2928 2.0939
H -1.0458 -4.8709 2.9501
H -0.1483 -4.1058 5.2150
H -0.1922 -1.5354 5.7179
```

Output
SMILES: C=CCCCCCCCCC(=O)Nc1ncccn1
LUMO energy, eV: 0.6
Orbital gap, eV: 9.63
Energy, eV: -22435.0310
Charge: 0
ΔE to the lowest compared entry with this formula, charge and spin, eV: 11.941
Highest occupied orbital energy, eV: -9.029



[4]
Density functional theory data (ωB97M-V/def2-TZVPD) for C15H23N4OSSiTi as an isolated structure.

Geometry as XYZ:
```
46
Properties=species:S:1:pos:R:3
Ti 0.8946 -0.3651 -0.8870
C -4.6070 1.8837 2.2812
Si -3.5543 2.3605 0.7901
C -3.3368 4.2384 0.8189
C -4.1837 1.7089 -0.8462
C -1.7616 1.7148 1.1936
C -1.1729 2.1435 2.3890
C 0.1424 1.8200 2.7361
C 0.8993 1.1007 1.8496
N 0.3745 0.6723 0.6778
C -0.9417 0.9315 0.3978
S -1.3968 0.0481 -1.0642
H -5.6071 2.2961 2.1420
H -4.2020 2.2928 3.2071
H -4.6913 0.7997 2.3781
H -4.3160 4.6998 0.6832
H -2.6832 4.5802 0.0139
H -2.9336 4.5826 1.7718
H -5.1649 2.1510 -1.0314
H -4.3183 0.6250 -0.8529
H -3.5495 1.9820 -1.6924
H -1.7605 2.7356 3.0821
H 0.5683 2.1409 3.6766
H 1.9336 0.8551 2.0547
C 2.6515 -2.6743 -3.7080
C 1.3309 -2.0363 -3.4724
N 0.3380 -2.2568 -4.2738
O 1.1674 -1.2505 -2.4463
H 2.7293 -3.0945 -4.7082
H 2.7939 -3.4827 -2.9853
H 3.4503 -1.9463 -3.5684
H 0.4440 -2.8587 -5.0827
H -0.5737 -1.8323 -4.1465
N 3.1180 0.0395 -0.4990
C 3.1099 -1.2448 0.1822
C 4.2041 -1.8875 0.7105
C 3.9924 -3.0990 1.3684
C 2.7041 -3.6144 1.4663
C 1.6543 -2.9206 0.8957
N 1.8633 -1.7551 0.2610
H 3.7971 0.0572 -1.2590
H 3.4142 0.7825 0.1332
H 5.1974 -1.4633 0.6310
H 4.8288 -3.6273 1.8087
H 2.5163 -4.5481 1.9785
H 0.6371 -3.2849 0.9450
```

Output
LUMO energy (alpha / beta), eV: -11.9 / -11.9
Orbital gap (alpha / beta), eV: 5.59 / 5.59
Energy, eV: -65740.8913
Charge: +3
ΔE to the lowest compared entry with this formula, charge and spin, eV: 1.041
Highest occupied orbital energy (alpha / beta), eV: -17.525 / -17.525



[5]
Density functional theory data (ωB97M-V/def2-TZVPD) for one molecule with the formula C15H23N5O3.

Geometry as XYZ:
```
46
Properties=species:S:1:pos:R:3
H 6.1968 -1.6333 0.3356
N 5.2555 -1.3128 0.4745
C 4.2661 -1.9957 0.0018
N 4.2433 -3.1693 -0.7454
N 2.9856 -1.4895 0.0230
C 2.8070 -0.0428 0.4067
C 2.5297 0.9237 -0.7977
C 2.5095 2.3915 -0.4957
C 1.2291 2.6503 0.2935
N 1.2265 2.1212 1.7030
C -0.0240 2.4159 -0.5469
O -0.1376 3.1857 -1.4406
N -0.9066 1.4276 -0.3185
C -0.7184 0.2296 0.5189
C -2.0436 -0.0707 1.3255
C -3.3699 -0.5009 0.5715
C -4.1395 0.5137 -0.0215
C -5.4438 0.2437 -0.5203
C -5.8603 -1.0878 -0.5091
C -5.1740 -2.1974 0.0696
C -3.9282 -1.8148 0.6091
C -0.3629 -1.0011 -0.3086
O 0.0107 -2.0781 -0.0417
O -0.7111 -0.6869 -1.6010
H 5.0138 -3.8261 -0.4937
H 4.3328 -3.0384 -1.7385
H 2.2215 -1.9792 -0.2919
H 3.6575 0.2748 1.0002
H 2.0312 0.1088 1.1532
H 1.6381 0.6076 -1.2689
H 3.2865 0.5352 -1.5162
H 3.3393 2.7104 0.0833
H 2.5218 2.9836 -1.4051
H 1.3464 3.8273 0.3949
H 2.1542 2.0041 2.0848
H 0.6589 2.7627 2.2665
H -1.7029 1.4368 -1.0390
H 0.1856 0.4603 1.0744
H -1.9969 -0.8248 2.1727
H -2.2821 0.8372 1.7985
H -3.7504 1.5362 -0.1459
H -6.1078 1.0368 -0.9400
H -6.8911 -1.2072 -0.9178
H -5.6545 -3.1291 -0.1380
H -3.4496 -2.6581 1.0877
H -0.9920 -1.4810 -2.2068
```

Output
SMILES: [H]/N=C(\N)NCCC[C@H](N)C(=O)N[C@@H](Cc1ccccc1)C(=O)O
LUMO energy, eV: 0.6
Orbital gap, eV: 9.16
Energy, eV: -29519.8460
Charge: 0
ΔE to the lowest compared entry with this formula, charge and spin, eV: 3.185
Highest occupied orbital energy, eV: -8.550



[6]
Density functional theory data (ωB97M-V/def2-TZVPD) for one molecule with the formula C15H23N5O3.

Geometry as XYZ:
```
46
Properties=species:S:1:pos:R:3
C 4.9641 0.9480 -0.5328
C 4.1294 0.1859 0.4901
N 3.5351 -1.0122 -0.0778
C 2.4382 -0.7240 -0.9823
C 1.9396 -2.0105 -1.6283
N 1.4820 -2.9294 -0.5990
C 0.8551 -4.1215 -1.1373
C -0.5660 -3.8084 -1.6324
N -1.2718 -2.9910 -0.6704
C -1.3373 -1.6409 -0.8604
O -1.1708 -1.1106 -1.9340
N -1.6890 -0.9592 0.2984
C -1.8616 0.3989 0.4766
C -1.6458 1.3331 -0.5422
C -1.8264 2.6751 -0.2954
C -2.2237 3.1056 0.9677
N -2.4129 4.5010 1.2204
O -2.2138 5.2768 0.3065
O -2.7622 4.8330 2.3371
C -2.4394 2.1861 1.9910
C -2.2576 0.8461 1.7448
C 2.5890 -3.2230 0.2911
C 3.0722 -1.9310 0.9418
H 5.5441 1.7182 -0.0309
H 4.3397 1.4275 -1.2813
H 5.6443 0.2634 -1.0318
H 3.3616 0.8544 0.9205
H 4.7861 -0.1345 1.3039
H 2.7868 -0.0506 -1.7650
H 1.5970 -0.2395 -0.4520
H 1.1099 -1.7691 -2.2921
H 2.7561 -2.4578 -2.2210
H 1.4342 -4.5753 -1.9586
H 0.7892 -4.8552 -0.3275
H -0.5466 -3.2464 -2.5667
H -1.1155 -4.7403 -1.7914
H -1.2283 -3.3352 0.2772
H -1.8516 -1.5188 1.1243
H -1.3425 0.9890 -1.5162
H -1.6645 3.4076 -1.0711
H -2.7471 2.5419 2.9622
H -2.4237 0.1282 2.5353
H 2.2505 -3.9149 1.0677
H 3.4322 -3.6863 -0.2491
H 3.9004 -2.1570 1.6181
H 2.2442 -1.4968 1.5338
```

Output
SMILES: CCN1CCN(CCNC(=O)Nc2ccc([N+](=O)[O-])cc2)CC1
LUMO energy, eV: -0.2
Orbital gap, eV: 8.53
Energy, eV: -29519.4245
Charge: 0
ΔE to the lowest compared entry with this formula, charge and spin, eV: 3.607
Highest occupied orbital energy, eV: -8.765



[7]
Density functional theory data (ωB97M-V/def2-TZVPD) for one molecule with the formula C15H23N5O4.

Geometry as XYZ:
```
47
Properties=species:S:1:pos:R:3
H 0.5218 2.8314 1.9684
N -0.2534 3.1637 1.5070
C 0.0946 3.4622 0.3624
N 1.5197 3.3546 -0.1708
N -0.7080 3.7336 -0.6930
C -0.9147 2.4822 -1.4659
C -1.1202 1.2545 -0.7721
C -2.5066 1.1573 -0.0411
C -2.9069 -0.2430 0.3687
N -2.7289 -1.2340 -0.7175
C -1.5392 -2.0512 -1.0435
O -1.4783 -2.7188 -2.0502
C -0.3541 -1.9591 -0.0511
N -0.5769 -2.4873 1.2768
C 1.0500 -2.1741 -0.6054
C 2.3363 -1.4592 -0.2057
C 3.0425 -0.7609 -1.1923
C 4.3099 -0.1051 -0.8634
C 4.8229 -0.2492 0.4446
O 6.0172 0.3633 0.7234
C 4.2667 -1.1813 1.3440
C 3.0522 -1.7731 0.9035
C -4.3990 -0.4489 0.7763
O -5.2271 -0.4008 -0.0556
O -4.4897 -0.5587 2.0465
H 1.3434 3.4049 -1.2568
H 2.0819 2.4830 0.2392
H -1.6703 3.8655 -0.2909
H -0.1831 2.4628 -2.2121
H -1.8233 2.4690 -2.1488
H -0.2661 1.1678 0.0351
H -0.8786 0.3631 -1.2704
H -2.4994 1.7861 0.8914
H -3.2876 1.6252 -0.6451
H -2.3447 -0.6937 1.1610
H -3.2799 -1.1912 -1.5900
H -0.3559 -0.9505 0.1184
H -0.6506 -3.4723 1.3976
H 0.2394 -1.9766 1.7978
H 1.0898 -2.1770 -1.7316
H 1.2791 -3.2917 -0.4372
H 2.8002 -0.7863 -2.2661
H 4.8971 0.5737 -1.4304
H 6.2693 1.0193 0.0579
H 4.7638 -1.3236 2.3093
H 2.6374 -2.5520 1.5218
H -5.4350 -0.5359 2.2984
```

Output
SMILES: [H]/N=C(\N)NCCC[C@H](NC(=O)[C@@H](N)Cc1ccc(O)cc1)C(=O)O
LUMO energy, eV: 0.4
Orbital gap, eV: 9.31
Energy, eV: -31565.6101
Charge: 0
ΔE to the lowest compared entry with this formula, charge and spin, eV: 5.048
Highest occupied orbital energy, eV: -8.886



[8]
Density functional theory data (ωB97M-V/def2-TZVPD) for a 2-piece molecular cluster, C15H24BBrFI2N2O4 overall.

Geometry as XYZ:
```
50
Properties=species:S:1:pos:R:3
C 1.4017 3.3336 -3.6235
C 0.7039 3.4237 -2.2897
N 0.7619 4.4339 -1.5126
C -0.1401 2.2045 -1.9718
C -0.1044 1.7261 -0.5151
C -0.9798 2.6041 0.4322
C -2.4647 2.6086 0.3007
O -3.1239 3.5782 -0.0822
O 1.1885 1.8943 -0.0043
B 1.7418 0.6582 0.4739
Br 3.3293 0.2213 -0.9621
C 2.4570 0.6816 1.9107
C 3.7522 1.4533 2.0019
F 3.9501 1.9392 3.3277
O 0.6547 -0.2924 0.4299
C -0.4301 0.1755 -0.3230
C -0.6260 -0.7263 -1.5596
I 0.7662 -2.2758 -1.7752
C -1.6272 -0.7641 -2.4633
C -1.7625 -1.7147 -3.6240
I -3.3166 0.4723 -2.2871
H 1.7514 4.3222 -3.9327
H 2.2378 2.6355 -3.5612
H 0.7011 2.9816 -4.3855
H 1.3578 5.1546 -1.9151
H 0.1892 1.3791 -2.6044
H -1.1639 2.4746 -2.2572
H -0.7294 2.2779 1.4479
H -0.6407 3.6335 0.3085
H -3.0044 1.6968 0.5990
H 2.6527 -0.3654 2.1755
H 1.7880 1.0751 2.6824
H 3.7626 2.3337 1.3588
H 4.6224 0.8329 1.7911
H -1.3270 0.0503 0.2953
H -2.6518 -1.4957 -4.2107
H -0.8816 -1.6775 -4.2653
H -1.8591 -2.7364 -3.2431
C -0.4484 -2.7961 2.7298
C -1.2180 -3.7195 1.8181
O -1.4886 -3.4433 0.6611
N -1.6071 -4.9230 2.3388
C -1.3741 -5.4319 3.6720
H -0.1876 -1.9041 2.1724
H -1.0443 -2.5260 3.6049
H 0.4756 -3.2672 3.0694
H -2.1110 -5.5002 1.6857
H -0.7949 -6.3579 3.6425
H -2.3177 -5.6355 4.1844
H -0.8205 -4.7032 4.2540
```

Output
LUMO energy, eV: 2.3
Orbital gap, eV: 7.54
Energy, eV: -116756.6785
Charge: -1
Highest occupied orbital energy, eV: -5.200